Density functional theory data (the ωB97M-V functional and the def2-TZVPD basis) for a structure of composition C28H56CaCl2F2N7O7.

Calculated values
HOMO-LUMO gap: 8.7 eV
E_tot: -103629.5592 eV
total charge: +1
lowest unoccupied orbital energy: -1.83 eV

```
103
Properties=species:S:1:pos:R:3:forces:R:3
Ca -0.230 -0.109 -0.884 0.1 -0.2 0.8
F -1.048 -0.014 1.256 0.1 -0.1 -0.4
C -2.810 3.095 1.153 0.7 -0.9 -0.2
C -2.632 2.837 2.658 -0.8 0.0 -1.0
O -3.195 3.564 3.430 -0.7 1.5 1.4
N -1.965 1.756 3.059 0.7 -1.0 -0.7
C -1.885 1.334 4.428 0.2 1.3 1.0
H -3.859 3.009 0.869 -0.1 0.3 0.3
H -2.292 2.346 0.554 0.2 -0.2 0.0
H -2.415 4.064 0.846 -0.2 0.1 0.3
H -1.680 1.093 2.353 0.4 -0.3 -0.5
H -1.382 2.097 5.022 0.0 0.3 0.0
H -1.222 0.484 4.592 -0.5 -0.4 -0.4
H -2.874 1.284 4.884 0.0 -0.6 0.0
C 3.164 -1.840 -2.960 0.1 -0.2 -0.5
C 3.095 -1.075 -1.656 0.4 -0.1 -0.4
O 2.120 -0.416 -1.346 -0.2 0.1 0.2
N 4.173 -1.166 -0.849 0.6 0.3 0.4
C 4.257 -0.408 0.410 -0.2 0.3 -0.2
H 4.106 -2.356 -3.149 0.0 -0.1 0.3
H 3.016 -1.197 -3.827 -0.1 0.4 0.2
H 2.354 -2.567 -3.017 0.0 0.0 0.3
H 5.035 -1.502 -1.255 -0.2 -0.1 0.1
H 4.200 0.670 0.260 -0.2 0.1 -0.4
H 5.209 -0.547 0.922 -0.1 -0.6 -0.1
H 3.413 -0.664 1.050 0.2 -0.1 0.1
C -1.014 -4.285 -0.692 0.2 -0.1 -0.5
C 0.243 -3.567 -0.241 -0.7 -1.6 0.6
O 0.305 -2.380 -0.305 0.2 3.4 -0.2
N 1.255 -4.243 0.310 -0.1 -1.8 0.5
C 2.427 -3.744 0.996 0.9 0.0 -0.9
H -0.828 -5.312 -1.009 -0.1 0.0 0.1
H -1.438 -3.703 -1.510 0.3 -0.1 -0.2
H -1.799 -4.236 0.062 0.3 -0.2 0.4
H 1.175 -5.247 0.386 -0.3 0.1 -0.1
H 3.273 -4.150 0.441 0.3 -0.1 0.2
H 2.494 -4.128 2.014 -0.2 0.3 0.1
H 2.586 -2.668 0.918 -0.7 -0.1 0.2
C -0.483 -2.643 -4.787 -0.3 0.7 2.0
C -0.066 -1.273 -4.234 -0.3 -0.7 0.4
O -0.109 -1.017 -3.046 0.0 -0.2 0.5
N 0.372 -0.406 -5.119 0.1 1.1 -2.1
C 0.809 0.984 -4.893 -0.4 -0.3 -0.5
H -1.030 -3.028 -3.927 -0.2 -0.3 -0.1
H 0.419 -3.254 -4.830 -0.2 -0.1 -0.8
H -1.194 -2.585 -5.611 0.7 -0.2 -0.4
H 0.332 -0.776 -6.058 0.2 0.5 -0.1
H 0.629 1.626 -5.756 0.2 -0.6 -0.6
H 1.884 0.962 -4.713 -0.2 0.5 0.6
H 0.170 1.514 -4.188 0.5 -0.6 0.8
C -3.286 1.630 -3.504 0.8 0.3 -0.1
C -2.170 2.264 -2.667 -0.2 -1.7 0.2
O -1.359 1.508 -2.107 -0.4 1.5 -0.2
N -2.175 3.595 -2.650 0.3 -0.1 1.1
C -1.210 4.431 -1.887 -0.1 0.3 -0.6
H -3.558 2.301 -4.320 -0.3 -0.1 0.0
H -4.165 1.371 -2.913 0.1 0.1 0.1
H -2.839 0.734 -3.934 -0.2 -0.1 0.0
H -2.980 3.936 -3.156 0.4 0.9 0.3
H -1.655 5.327 -1.453 -0.4 0.0 -0.5
H -0.439 4.722 -2.601 0.2 0.2 0.2
H -0.737 3.972 -1.019 -0.3 -0.8 -0.4
C 1.129 2.890 1.806 1.2 0.9 0.2
C 1.527 2.807 0.313 -1.9 0.5 2.6
O 1.007 1.900 -0.306 0.6 -0.2 -1.7
N 2.231 3.854 -0.179 -0.5 -0.2 1.0
C 2.655 3.995 -1.522 0.7 -0.4 -0.8
H 2.005 2.728 2.435 0.2 -0.1 0.0
H 0.364 2.214 2.188 0.0 -0.1 -0.9
H 0.822 3.905 2.055 -0.1 0.1 -0.1
H 2.577 4.568 0.446 -0.3 -0.4 0.3
H 2.852 5.049 -1.720 -0.2 -0.1 -0.2
H 1.923 3.581 -2.215 0.0 0.1 0.0
H 3.591 3.447 -1.634 0.1 0.0 -0.5
C -4.231 -2.146 -1.955 -0.4 0.0 0.6
C -3.370 -1.486 -0.925 1.1 0.9 1.3
O -2.192 -1.281 -1.206 0.6 -0.3 -1.3
N -3.739 -1.101 0.297 -2.2 -0.6 -0.6
C -5.099 -1.136 0.763 -0.6 -0.2 1.8
H -4.225 -1.457 -2.799 0.0 -0.4 -0.2
H -5.258 -2.365 -1.663 0.1 0.1 0.0
H -3.721 -3.089 -2.151 -0.1 0.1 -0.5
H -3.058 -0.713 0.934 0.7 0.1 -0.3
H -5.083 -1.453 1.806 0.1 -0.1 0.2
H -5.768 -1.875 0.324 0.3 0.3 -0.6
H -5.575 -0.157 0.830 0.0 0.1 -0.6
C -1.003 -2.364 3.317 -0.7 -1.6 0.1
Cl -2.699 -3.186 3.159 1.6 1.0 0.1
Cl -0.120 -3.175 4.720 -0.7 1.1 -1.3
H -0.490 -2.585 2.381 0.0 -0.1 0.3
H -1.125 -1.282 3.377 -0.1 -0.4 0.5
F 1.247 1.848 5.284 0.7 -0.6 -0.7
C 2.153 0.898 4.880 -0.7 -0.8 -0.6
C 1.831 -0.011 3.847 0.3 0.5 1.1
C 2.686 -1.092 3.661 1.3 -0.6 0.7
C 3.848 -1.292 4.450 -0.2 2.2 0.6
C 4.152 -0.321 5.444 -0.7 -0.9 -1.1
C 3.303 0.759 5.619 -0.4 0.2 0.8
H 0.908 0.088 3.294 -0.1 0.0 -0.2
H 2.471 -1.889 2.965 -0.3 0.3 -0.3
H 4.599 -2.055 4.306 -0.5 -0.5 -0.2
H 4.982 -0.462 6.121 0.2 0.1 -0.1
H 3.399 1.440 6.452 0.3 0.1 0.0
```
Positions in Å, forces in eV/Å.

These are the Löwdin partial charges, in e, on atoms 1 to 5: number 1, Ca, carries 1.453; number 2, F, carries -0.559; number 3, C, carries 0.011; number 4, C, carries -0.578; number 5, O, carries 0.053